[1]
Density functional theory data (the ωB97M-V functional and the def2-TZVPD basis) for a molecular structure, C35H47Cl2N4O3SSi4SrTe at a distorted geometry.

Energy relative to the best compared isomer or geometry (same formula, charge and spin) = 1.207 eV
F_max = 4.21 eV/A
HOMO level = -4.74 eV
Frontier orbital gap = 0.250 Ha

ORCA input file:
```
! RIJCOSX wB97M-V def2-TZVPD def2/J DEFGRID3
* xyz -1 1
Sr -2.66 -0.96 -0.12
Cl -9.03 -1.70 -2.71
C -7.71 -1.21 -1.68
C -6.48 -1.80 -1.86
C -5.38 -1.48 -1.06
N -4.13 -2.20 -1.20
C -3.82 -2.98 -2.25
O -4.39 -3.14 -3.33
C -2.54 -3.79 -2.00
C -2.43 -5.06 -2.57
C -1.28 -5.79 -2.35
C -0.26 -5.23 -1.59
C -0.45 -3.95 -1.08
N -1.56 -3.25 -1.27
C -5.55 -0.49 -0.02
C -6.81 0.09 0.11
C -7.88 -0.26 -0.69
Cl -9.41 0.52 -0.43
N -4.45 -0.07 0.78
C -4.58 0.71 1.87
O -5.57 1.01 2.53
C -3.25 1.31 2.37
C -3.30 2.60 2.88
C -2.15 3.13 3.44
C -1.01 2.33 3.50
C -1.06 1.06 2.96
N -2.15 0.55 2.37
H -6.35 -2.54 -2.63
H -3.25 -5.42 -3.17
H -1.17 -6.78 -2.76
H 0.66 -5.76 -1.40
H 0.32 -3.46 -0.50
H -6.95 0.82 0.89
H -4.23 3.14 2.84
H -2.13 4.14 3.82
H -0.09 2.69 3.94
H -0.19 0.42 2.97
C 5.07 -3.22 0.81
Si 3.27 -2.90 1.22
C 2.41 -4.53 0.90
C 3.15 -2.58 3.06
Si 2.55 -1.05 0.00
Te 0.28 -0.19 -0.08
Si 3.74 0.71 0.92
C 3.75 2.16 -0.28
C 5.54 0.40 1.38
C 2.90 1.30 2.49
Si 3.43 -1.30 -2.13
C 5.28 -0.98 -2.24
C 2.60 -0.10 -3.29
C 3.13 -3.03 -2.80
H 5.47 -3.99 1.48
H 5.69 -2.32 0.91
H 5.18 -3.57 -0.22
H 2.98 -5.33 1.39
H 2.37 -4.76 -0.17
H 1.39 -4.55 1.29
H 3.43 -3.48 3.62
H 2.13 -2.31 3.34
H 3.80 -1.76 3.37
H 4.56 2.07 -1.01
H 3.87 3.10 0.27
H 2.81 2.22 -0.83
H 6.12 0.03 0.53
H 5.63 -0.33 2.19
H 5.98 1.34 1.71
H 1.84 1.49 2.29
H 3.36 2.23 2.84
H 2.96 0.56 3.28
H 5.52 0.05 -1.95
H 5.61 -1.13 -3.27
H 5.85 -1.65 -1.60
H 2.84 0.94 -3.02
H 1.51 -0.20 -3.24
H 2.92 -0.26 -4.32
H 3.71 -3.78 -2.26
H 3.40 -3.08 -3.86
H 2.07 -3.30 -2.70
C 0.18 7.25 1.51
C -0.35 5.94 0.97
C -1.71 5.76 0.74
C -2.20 4.56 0.23
C -1.31 3.54 -0.05
C 0.05 3.69 0.19
C 0.52 4.89 0.69
S -2.03 2.02 -0.67
C -1.28 2.09 -2.30
O -3.48 2.31 -0.94
H -0.62 7.98 1.60
H 0.94 7.66 0.85
H 0.63 7.11 2.49
H -2.40 6.56 0.96
H -3.25 4.40 0.05
H 0.73 2.86 0.00
H 1.58 5.01 0.88
H -1.76 2.93 -2.79
H -1.51 1.15 -2.81
H -0.20 2.21 -2.24
*
```

[2]
Density functional theory data (the ωB97M-V functional and the def2-TZVPD basis) for a gas-phase ion, C3H3N2O (charge +1) at a distorted geometry.

SMILES = N#CCC=[N+]=O
Energy relative to the best compared isomer or geometry (same formula, charge and spin) = 4.653 eV
F_max = 3.67 eV/A
HOMO level = -16.77 eV
Frontier orbital gap = 0.304 Ha

ORCA input file:
```
! RIJCOSX wB97M-V def2-TZVPD def2/J DEFGRID3
* xyz 1 1
N 2.65 0.95 -0.02
C 1.68 0.41 0.22
C 0.48 -0.37 0.37
C -0.62 -0.01 -0.62
N -1.74 0.23 -0.19
O -2.72 0.51 0.35
H 0.25 -0.17 1.49
H 0.57 -1.47 0.03
H -0.54 -0.07 -1.63
*
```

[3]
Density functional theory data (the ωB97M-V functional and the def2-TZVPD basis) for a molecular structure, C11H20CaN2O6P2.

Energy relative to the best compared isomer or geometry (same formula, charge and spin) = 0.090 eV
F_max = 0.31 eV/A
HOMO level = -7.48 eV
Frontier orbital gap = 0.277 Ha

ORCA input file:
```
! RIJCOSX wB97M-V def2-TZVPD def2/J DEFGRID3
* xyz 0 1
Ca -0.59 0.02 0.27
C 0.04 0.04 -2.84
N -0.83 0.91 -2.05
C -0.45 2.31 -2.26
C -2.24 0.70 -2.43
C -2.76 -0.67 -2.03
C -3.61 -1.33 -2.92
C -4.17 -2.55 -2.58
C -3.86 -3.11 -1.35
C -2.99 -2.45 -0.48
C -2.41 -1.21 -0.78
H -0.04 0.27 -3.92
H -0.24 -1.00 -2.69
H 1.08 0.18 -2.54
H -0.55 2.60 -3.32
H 0.57 2.46 -1.93
H -1.10 2.96 -1.67
H -2.37 0.87 -3.51
H -2.83 1.47 -1.92
H -3.84 -0.88 -3.88
H -4.83 -3.07 -3.27
H -4.28 -4.07 -1.07
H -2.77 -2.93 0.47
N 3.32 -0.81 2.96
C 2.49 0.41 2.64
C 3.18 1.68 3.12
P 0.83 0.02 3.46
O 0.78 1.00 4.74
O 1.04 -1.38 3.92
O -0.26 0.44 2.51
P 2.24 0.40 0.81
O 3.77 0.37 0.30
O 1.52 1.63 0.38
O 1.59 -0.91 0.49
H 3.97 -0.62 3.72
H 3.84 -1.16 2.16
H 2.59 -1.50 3.32
H 3.30 1.67 4.20
H 2.56 2.54 2.86
H 4.15 1.80 2.64
H 0.15 1.72 4.59
H 4.02 1.19 -0.13
*
```

[4]
Density functional theory data (the ωB97M-V functional and the def2-TZVPD basis) for a gas-phase ion, C6H15N (charge +1) at a distorted geometry.

⟨S²⟩ = 0.755
Energy relative to the best compared isomer or geometry (same formula, charge and spin) = 0.576 eV
F_max = 2.02 eV/A
HOMO level (spin up / spin down) = -15.56 / -15.56 eV
Frontier orbital gap (spin up / spin down) = 0.464 / 0.294 Ha

ORCA input file:
```
! RIJCOSX wB97M-V def2-TZVPD def2/J DEFGRID3
* xyz 1 2
C -0.60 2.23 0.48
N -0.45 0.82 0.68
C -0.39 -0.15 -0.38
C -0.19 -1.59 0.03
C 0.97 -1.75 1.03
C 0.13 -2.45 -1.21
C 0.38 2.77 -0.61
H -0.41 2.73 1.42
H -1.60 2.55 0.13
H -0.74 0.46 1.58
H -1.25 -0.05 -1.05
H 0.44 0.16 -1.02
H -1.01 -2.05 0.58
H 1.97 -1.69 0.58
H 1.13 -0.98 1.81
H 0.89 -2.64 1.65
H 0.22 -3.49 -0.91
H 0.94 -1.96 -1.73
H -0.72 -2.49 -1.90
H 0.40 2.31 -1.59
H 1.37 2.62 -0.16
H 0.28 3.85 -0.66
*
```

[5]
Density functional theory data (the ωB97M-V functional and the def2-TZVPD basis) for C14H17N3O3S in the gas phase at a distorted geometry.

SMILES = O=C(NCCCCN=C=S)Nc1ccc2c(c1)OCCO2
Energy relative to the best compared isomer or geometry (same formula, charge and spin) = 2.052 eV
F_max = 3.17 eV/A
HOMO level = -7.80 eV
Frontier orbital gap = 0.308 Ha

ORCA input file:
```
! RIJCOSX wB97M-V def2-TZVPD def2/J DEFGRID3
* xyz 0 1
O -0.21 -0.16 0.62
C 0.85 -0.23 0.03
N 2.05 -0.44 0.74
C 2.16 -0.80 2.13
C 2.18 -2.33 2.26
C 2.30 -2.71 3.73
C 1.12 -2.24 4.63
N 1.43 -2.64 6.02
C 1.41 -2.29 7.18
S 1.28 -1.82 8.65
N 1.00 -0.07 -1.34
C 0.01 0.44 -2.23
C 0.04 0.09 -3.60
C -0.87 0.69 -4.49
C -1.84 1.60 -4.05
C -1.87 1.91 -2.65
C -0.96 1.36 -1.79
O -2.82 2.77 -2.16
C -3.96 3.08 -2.98
C -3.46 3.28 -4.43
O -2.74 2.11 -4.92
H 2.92 -0.40 0.19
H 1.30 -0.35 2.63
H 3.11 -0.36 2.48
H 3.00 -2.73 1.70
H 1.28 -2.70 1.78
H 3.18 -2.25 4.14
H 2.44 -3.80 3.81
H 1.01 -1.14 4.63
H 0.16 -2.68 4.31
H 1.79 -0.56 -1.71
H 0.78 -0.62 -3.96
H -0.93 0.35 -5.51
H -0.98 1.70 -0.74
H -4.44 3.98 -2.60
H -4.67 2.28 -2.95
H -4.27 3.53 -5.13
H -2.77 4.14 -4.41
*
```

[6]
Density functional theory data (the ωB97M-V functional and the def2-TZVPD basis) for a molecular structure, C22H15F3N3O7Ti.

Energy relative to the best compared isomer or geometry (same formula, charge and spin) = 0.312 eV
F_max = 0.79 eV/A
HOMO level (spin up / spin down) = -3.60 / -3.60 eV
Frontier orbital gap (spin up / spin down) = 0.230 / 0.228 Ha

ORCA input file:
```
! RIJCOSX wB97M-V def2-TZVPD def2/J DEFGRID3
* xyz -1 1
Ti -0.26 -1.23 -1.03
O -1.06 3.14 -0.96
C -1.00 3.29 0.38
C -1.03 4.59 0.87
C -0.96 4.82 2.23
C -0.85 3.76 3.12
C -0.82 2.47 2.63
C -0.90 2.21 1.27
C -0.85 0.81 0.79
O -0.82 0.58 -0.52
N -0.80 -0.18 1.62
N -0.67 -1.33 0.88
C -0.82 -2.52 1.51
C -0.84 -3.58 0.62
C -0.95 -4.96 0.97
C -0.99 -5.90 0.01
C -0.90 -5.50 -1.36
C -0.77 -4.19 -1.65
N -0.75 -3.20 -0.71
H -0.94 2.19 -1.16
H -1.11 5.40 0.16
H -0.99 5.84 2.60
H -0.79 3.94 4.19
H -0.72 1.62 3.30
H -0.92 -2.58 2.58
H -1.00 -5.21 2.02
H -1.07 -6.95 0.27
H -0.92 -6.23 -2.16
H -0.66 -3.86 -2.68
F -1.96 0.60 -3.62
C -2.14 -0.73 -3.60
F -2.46 -1.05 -2.31
F -3.19 -1.02 -4.35
C -0.84 -1.49 -4.00
O -0.77 -1.95 -5.11
O 0.01 -1.52 -3.04
O 2.26 0.99 -1.89
C 2.36 1.43 -0.61
C 2.38 2.81 -0.41
C 2.51 3.32 0.87
C 2.62 2.46 1.96
C 2.59 1.10 1.76
C 2.46 0.56 0.48
C 2.39 -0.93 0.31
O 2.93 -1.68 1.09
O 1.68 -1.32 -0.73
H 2.17 0.02 -1.86
H 2.29 3.46 -1.27
H 2.50 4.39 1.02
H 2.70 2.86 2.97
H 2.67 0.40 2.58
*
```

[7]
Density functional theory data (the ωB97M-V functional and the def2-TZVPD basis) for C16H29N3O3S in the gas phase at a distorted geometry.

SMILES = CCCCSc1nnc([C@H](CC(C)C)NC(=O)OC(C)(C)C)o1
Energy relative to the best compared isomer or geometry (same formula, charge and spin) = 0.026 eV
F_max = 1.63 eV/A
HOMO level = -8.57 eV
Frontier orbital gap = 0.340 Ha

ORCA input file:
```
! RIJCOSX wB97M-V def2-TZVPD def2/J DEFGRID3
* xyz 0 1
C -5.06 -1.60 2.11
C -4.59 -2.74 1.22
C -4.41 -2.33 -0.24
C -3.27 -1.35 -0.43
S -3.06 -0.99 -2.22
C -1.70 0.07 -2.13
N -1.10 0.65 -3.12
N -0.10 1.37 -2.58
C -0.14 1.21 -1.30
C 0.82 1.74 -0.29
C 0.95 3.27 -0.37
C -0.18 4.06 0.30
C -1.55 3.71 -0.26
C -0.16 3.90 1.82
N 2.11 1.13 -0.52
C 2.35 -0.15 -0.10
O 1.64 -0.74 0.67
O 3.49 -0.59 -0.66
C 4.02 -1.90 -0.32
C 5.30 -1.99 -1.14
C 4.33 -1.97 1.17
C 3.03 -2.99 -0.73
O -1.15 0.38 -0.93
H -5.97 -1.16 1.71
H -4.30 -0.82 2.19
H -5.27 -1.96 3.11
H -5.32 -3.55 1.26
H -3.64 -3.13 1.61
H -4.20 -3.22 -0.84
H -5.33 -1.89 -0.61
H -3.47 -0.40 0.07
H -2.33 -1.76 -0.06
H 0.49 1.41 0.70
H 1.90 3.54 0.10
H 1.01 3.54 -1.43
H 0.01 5.12 0.08
H -1.85 2.71 0.05
H -1.55 3.74 -1.35
H -2.30 4.41 0.10
H -0.90 4.55 2.27
H 0.81 4.15 2.22
H -0.40 2.87 2.11
H 2.64 1.46 -1.31
H 5.78 -2.95 -0.96
H 5.98 -1.19 -0.87
H 5.07 -1.91 -2.20
H 4.80 -2.92 1.40
H 5.00 -1.16 1.46
H 3.41 -1.89 1.75
H 2.78 -2.89 -1.79
H 3.47 -3.96 -0.56
H 2.12 -2.91 -0.15
*
```

[8]
Density functional theory data (the ωB97M-V functional and the def2-TZVPD basis) for 10 unconnected molecules or ions with the total composition H19O10 at a distorted geometry.

Energy relative to the best compared isomer or geometry (same formula, charge and spin) = 2.385 eV
F_max = 3.27 eV/A
HOMO level = -5.61 eV
Frontier orbital gap = 0.300 Ha

ORCA input file:
```
! RIJCOSX wB97M-V def2-TZVPD def2/J DEFGRID3
* xyz -1 1
O 1.19 -1.94 -3.51
H -0.33 2.96 0.14
H 1.41 -1.09 -4.00
O -2.59 0.42 0.01
H -2.61 1.40 -0.21
H -1.74 -1.86 -1.81
O 3.63 -0.39 0.79
H -2.86 -0.01 -0.83
H 3.55 -0.35 1.72
O 1.43 2.11 -0.06
H -1.00 -2.63 1.22
H 1.57 -2.03 -2.57
O -1.68 -2.31 1.84
H 0.82 -1.05 0.93
H 1.18 1.34 0.62
O 0.19 2.27 -2.64
H -0.14 1.36 -2.69
H 0.49 2.02 -1.73
O 0.77 -1.09 3.71
H -0.03 -1.56 3.77
H -0.45 2.75 1.77
O -0.72 3.30 1.05
H -3.29 -1.55 -1.66
H -2.06 -1.62 1.31
O 0.85 -0.16 1.25
H 2.62 -0.42 0.58
O -2.64 -1.92 -2.21
H 1.55 2.92 0.43
H 0.91 -0.86 2.75
*
```

[9]
Density functional theory data (the ωB97M-V functional and the def2-TZVPD basis) for a molecular structure, C6H9NO at a distorted geometry.

Energy relative to the best compared isomer or geometry (same formula, charge and spin) = 6.340 eV
F_max = 9.92 eV/A
HOMO level = -9.48 eV
Frontier orbital gap = 0.376 Ha

ORCA input file:
```
! RIJCOSX wB97M-V def2-TZVPD def2/J DEFGRID3
* xyz 0 1
C 0.33 -0.53 2.08
C 0.17 1.09 0.08
C 1.12 0.40 -1.02
C 0.31 -0.94 -0.88
C -0.80 -0.54 -0.10
C -1.16 0.96 -0.55
H -0.08 -1.59 2.30
H 0.58 2.14 0.60
H 2.35 0.04 -0.96
H 0.98 0.89 -1.96
H -0.27 -1.19 -1.82
H 0.96 -1.63 -0.33
H -1.68 -1.39 0.00
H -1.77 1.21 -1.69
H -2.00 1.09 0.49
N -0.34 0.04 0.98
O 1.30 -0.02 2.78
*
```

[10]
Density functional theory data (the ωB97M-V functional and the def2-TZVPD basis) for a molecular structure, C24H60B2F8N4Na2O8 at a distorted geometry.

Energy relative to the best compared isomer or geometry (same formula, charge and spin) = 0.000 eV
F_max = 2.88 eV/A
HOMO level = -8.21 eV
Frontier orbital gap = 0.219 Ha

ORCA input file:
```
! RIJCOSX wB97M-V def2-TZVPD def2/J DEFGRID3
* xyz 0 1
Na -1.09 3.32 0.04
Na 0.26 2.85 -3.41
B -1.15 0.79 -1.55
F -1.50 -0.49 -1.15
F -2.21 1.70 -1.43
F -0.14 1.32 -0.74
F -0.72 0.93 -2.90
B 1.30 2.50 -6.01
F 0.11 1.90 -5.53
F 2.31 1.98 -5.20
F 1.37 2.28 -7.37
F 1.20 3.91 -5.79
C 2.98 0.86 -2.20
O 3.64 1.61 -1.19
C 4.25 0.73 -0.26
C 5.05 1.57 0.72
N 4.19 2.40 1.56
C 3.41 1.69 2.57
C 2.42 2.59 3.26
O 1.43 2.99 2.32
C 0.74 4.15 2.67
H 2.32 1.52 -2.75
H 2.25 0.21 -1.70
H 3.69 0.34 -2.84
H 4.91 0.03 -0.80
H 3.52 0.12 0.28
H 5.82 2.18 0.25
H 5.54 0.78 1.33
H 4.87 2.92 2.12
H 4.06 1.27 3.35
H 2.83 0.86 2.17
H 2.89 3.36 3.87
H 1.92 1.94 4.00
H 1.22 5.03 2.24
H 0.49 4.24 3.73
H -0.26 4.19 2.21
C 1.82 -1.68 5.35
O 2.44 -2.15 4.17
C 1.61 -3.09 3.50
C 2.25 -3.49 2.17
N 2.48 -2.38 1.27
C 1.33 -1.73 0.61
C 0.56 -2.72 -0.28
O -0.23 -3.69 0.43
C -1.26 -3.17 1.22
H 1.58 -2.51 6.02
H 0.89 -1.16 5.08
H 2.52 -1.00 5.83
H 0.72 -2.49 3.19
H 1.10 -3.85 4.10
H 1.83 -4.35 1.66
H 3.29 -3.81 2.35
H 3.37 -1.93 1.33
H 1.83 -1.17 -0.19
H 0.85 -1.11 1.36
H 1.22 -3.34 -0.88
H -0.24 -2.20 -0.80
H -1.01 -2.25 1.75
H -1.54 -3.85 2.04
H -2.14 -2.99 0.60
C -3.30 3.89 7.18
O -4.32 3.04 6.72
C -3.76 1.88 6.12
C -4.81 1.16 5.28
N -4.99 1.83 4.01
C -5.87 1.07 3.11
C -6.14 1.76 1.78
O -6.17 0.83 0.73
C -4.88 0.50 0.28
H -2.70 4.33 6.37
H -2.57 3.33 7.78
H -3.65 4.70 7.82
H -3.44 1.25 6.95
H -2.89 2.04 5.48
H -5.71 1.09 5.90
H -4.39 0.17 5.11
H -5.30 2.78 4.22
H -6.79 0.65 3.53
H -5.22 0.20 2.94
H -5.54 2.68 1.66
H -7.15 2.18 1.85
H -4.26 0.19 1.12
H -4.42 1.37 -0.21
H -4.82 -0.24 -0.52
C -2.92 -2.47 -4.78
O -1.83 -3.31 -4.50
C -0.93 -2.76 -3.55
C -0.01 -1.70 -4.08
N 1.19 -2.22 -4.80
C 1.78 -1.07 -5.45
C 2.81 -1.48 -6.50
O 2.14 -2.02 -7.66
C 2.92 -2.98 -8.34
H -3.49 -2.84 -5.63
H -2.60 -1.47 -5.09
H -3.61 -2.32 -3.94
H -0.32 -3.63 -3.28
H -1.46 -2.43 -2.66
H 0.54 -1.22 -3.27
H -0.59 -0.97 -4.66
H 0.77 -2.86 -5.47
H 2.19 -0.35 -4.74
H 1.03 -0.41 -5.91
H 3.52 -2.15 -6.00
H 3.38 -0.66 -6.94
H 2.25 -3.80 -8.58
H 3.78 -3.45 -7.85
H 3.33 -2.52 -9.25
*
```